# 1
17
Properties=species:S:1:pos:R:3:forces:R:3 method="wB97M-V/def2-TZVPD" homo_ev="-7.44 / -9.71" multiplicity=3 charge=0 homo_lumo_gap_ev="7.47 / 6.76"
B -0.756562 -0.969862 -0.253049 0.7 0.8 -0.9
C 0.064824 1.732376 1.183246 0.8 1.1 0.4
C 1.263415 1.209535 0.783493 -1.2 -2.8 -0.7
C -1.112951 1.003284 1.491840 0.9 4.5 3.3
C 1.634683 -0.139058 0.450747 3.1 1.8 0.3
C -1.373895 0.102097 0.651739 -1.4 -3.9 -2.3
C 0.817155 -1.127199 0.032976 -0.8 -1.7 -0.7
C -1.002282 -0.922946 -1.880512 1.4 0.5 0.0
F 1.425236 -2.316550 -0.346376 -0.7 1.8 0.5
H -1.334758 -1.871861 0.039939 -1.1 -2.7 1.0
H 0.039780 2.828049 1.278511 0.1 -0.4 0.5
H 2.085198 1.811662 0.682060 1.6 1.9 0.0
H -1.659928 1.462415 2.345612 -0.5 -0.4 -0.9
H 2.795784 -0.170597 0.369347 -2.2 -0.8 0.1
H -0.107940 -0.400581 -2.189623 0.1 0.6 -0.7
H -1.847730 -0.372508 -2.237176 -0.6 0.3 0.1
H -0.930029 -1.858256 -2.402774 -0.2 -0.7 0.1

***

# 2
21
Properties=species:S:1:pos:R:3:forces:R:3 method="wB97M-V/def2-TZVPD" homo_ev=-9.42 charge=0 smiles=NB(N)c1ccccc1C(F)(F)F homo_lumo_gap_ev=9.89
N 0.113515 2.499197 -1.254567 -1.7 4.3 -0.5
B 0.377686 1.733912 -0.149725 0.3 -3.0 1.5
N 0.321326 2.283234 1.166699 -1.9 2.0 1.5
C 0.556940 0.054500 -0.230151 -0.2 0.0 1.6
C 1.771115 -0.648046 -0.171676 -0.2 1.2 -0.9
C 1.814245 -2.021732 0.003470 0.2 -2.0 -1.6
C 0.685199 -2.839642 -0.008384 0.4 1.4 1.2
C -0.478381 -2.135041 0.103407 -3.4 -1.9 0.6
C -0.567116 -0.795157 0.066368 0.8 3.6 -0.9
C -1.895145 -0.087864 0.183073 -1.9 -1.5 -0.7
F -2.952789 -0.998930 0.304067 1.0 0.7 0.2
F -2.020794 0.747838 1.209725 0.1 0.0 0.3
F -2.219284 0.611251 -0.925596 0.4 0.0 0.1
H 0.381943 2.333202 -2.206748 -0.2 -0.2 0.0
H -0.374341 3.497231 -1.095565 1.8 -3.1 -0.7
H 0.180647 1.757320 2.089470 0.3 1.0 -2.4
H -0.237572 3.239475 1.174396 1.8 -2.6 0.4
H 2.653477 -0.056841 -0.437449 0.1 -0.5 0.5
H 2.667023 -2.654913 -0.180466 1.1 0.7 0.4
H 0.702151 -3.915471 0.094978 0.2 0.1 -0.2
H -1.479839 -2.603532 0.264666 1.1 -0.1 -0.2

***

# 3
19
Properties=species:S:1:pos:R:3:forces:R:3 method="wB97M-V/def2-TZVPD" homo_ev=-9.56 charge=0 smiles=CO[Si@@](Cl)(Br)c1ccccc1 homo_lumo_gap_ev=10.15
C 2.253115 1.787330 1.380109 1.7 2.0 4.1
O 1.007942 2.087926 0.912428 -1.4 0.8 -0.4
Si 0.322102 1.850787 -0.553796 1.0 -2.8 0.8
Cl -0.892843 3.371629 -0.814171 -1.1 0.9 -0.3
Br 1.974731 1.941332 -2.034943 -0.2 -0.1 -0.2
C -0.482631 0.056833 -0.520351 0.4 0.1 -0.9
C -0.949335 -0.432918 0.715960 -0.3 1.9 -1.3
C -1.650974 -1.586306 0.863407 0.4 -2.4 -0.5
C -1.694152 -2.483076 -0.214708 -1.7 -0.9 -0.1
C -1.146037 -2.114698 -1.449063 0.0 -0.3 1.4
C -0.580355 -0.860402 -1.604314 2.0 -0.4 -1.4
H 2.805472 1.247312 0.702914 1.4 -1.7 -1.2
H 2.238804 1.409351 2.432523 -0.6 -1.1 -1.0
H 2.941808 2.645880 1.749500 -1.3 -0.1 -1.7
H -0.927680 0.242214 1.518653 0.3 0.7 1.3
H -1.954412 -1.948472 1.842531 -0.3 0.4 -0.1
H -2.298467 -3.458581 -0.115256 1.3 1.5 -0.1
H -0.992365 -2.861648 -2.212806 -0.4 0.0 -0.2
H 0.025278 -0.894494 -2.598616 -1.2 1.4 1.8

***

# 4
19
Properties=species:S:1:pos:R:3:forces:R:3 method="wB97M-V/def2-TZVPD" homo_ev=-12.81 charge=+1 homo_lumo_gap_ev=9.45
C -2.356166 1.432280 0.150067 0.1 -0.1 0.0
C -2.751977 0.563011 1.162891 0.0 0.0 0.0
C -1.225016 1.179632 -0.603924 0.2 -0.1 -0.1
C -2.014052 -0.568146 1.463919 0.0 0.0 0.0
C -0.484700 0.044013 -0.312652 -0.9 0.0 0.7
C -0.869280 -0.810232 0.725637 0.3 0.2 -0.4
C 1.217516 -1.487943 -0.413583 -0.6 -0.5 -0.3
N 0.663401 -0.402001 -0.949675 0.6 -0.1 -0.1
N 2.280020 -2.107289 -0.909993 0.1 0.1 0.1
S 0.289568 -2.120447 0.894488 0.0 0.2 -0.1
Br 3.149841 0.702786 0.514924 -0.4 -0.2 -0.2
H -2.938384 2.315827 -0.052278 -0.1 0.1 0.0
H -3.648169 0.776069 1.723471 -0.1 0.0 0.1
H -0.916310 1.843076 -1.395399 0.0 0.1 -0.1
H -2.322834 -1.240550 2.246735 0.0 -0.1 0.1
H 1.094263 0.120805 -1.700164 0.0 -0.1 0.0
H 4.069042 1.474444 1.212731 0.6 0.5 0.4
H 2.853904 -1.673805 -1.616851 0.0 0.0 0.0
H 2.649234 -2.920526 -0.443485 0.0 0.0 0.0

***

# 5
18
Properties=species:S:1:pos:R:3:forces:R:3 method="wB97M-V/def2-TZVPD" homo_ev="-8.36 / -8.36" charge=0 homo_lumo_gap_ev="7.69 / 7.69"
C -0.112810 -0.159711 -1.871749 1.7 2.8 -1.0
C 0.221814 0.999890 -1.218392 -0.1 -0.2 -0.6
C -0.318034 -1.433869 -1.260912 1.3 -1.7 3.9
C 0.349038 1.039803 0.291625 -0.2 -1.0 -0.2
C -0.127252 -1.502216 0.143143 -1.3 -1.9 -1.3
C -0.128519 -0.279975 0.943516 1.4 0.2 -2.0
C -0.656290 -0.375301 2.131105 0.3 1.6 -0.3
O -2.336639 0.629883 -0.404463 0.0 3.3 1.0
P -2.619052 -0.697429 -0.824709 -1.4 -3.1 -0.8
Br -3.395626 -1.732661 1.084656 -0.2 -0.3 -0.1
H -0.122416 -0.076064 -2.943996 -0.3 -0.2 -0.4
H 0.344484 2.017507 -1.765790 -0.2 -2.2 0.8
H -0.357277 -2.449519 -1.709623 -0.2 1.3 -0.4
H 1.380395 1.208346 0.614488 0.2 0.0 -0.3
H -0.306279 -2.560813 0.669424 0.6 2.6 -1.1
H -0.922887 0.543460 2.561376 -0.4 0.8 1.3
H -0.953381 -1.301305 2.449852 -0.7 -1.9 1.3
H -0.181715 1.912529 0.658074 -0.4 -0.1 0.3

***

# 6
18
Properties=species:S:1:pos:R:3:forces:R:3 method="wB97M-V/def2-TZVPD" homo_ev=-9.00 charge=0 smiles="C/C(Cl)=C(/C)[C@]1(Cl)[C@@H]2O[C@@H]21" homo_lumo_gap_ev=9.78
C -2.050724 0.709703 -0.919676 1.3 0.1 1.7
C -0.745929 1.343210 -0.281254 -3.1 -2.5 -1.6
Cl -0.872873 2.960824 0.306363 0.5 -0.3 -0.4
C 0.261945 0.499568 -0.272311 2.8 0.5 0.6
C 1.673388 1.035226 0.130279 -2.3 0.7 0.2
C 0.143172 -1.047858 -0.333864 0.1 1.3 2.3
Cl -0.551197 -1.932751 -1.647011 0.5 -0.4 -0.4
C -0.142136 -1.569128 1.134502 0.9 -1.3 -1.5
O 0.894948 -0.838254 1.690851 0.9 0.1 0.7
C 1.196971 -1.683818 0.550099 -1.1 0.4 0.1
H -2.901048 1.071465 -0.422013 -1.3 0.9 0.5
H -2.114370 -0.387462 -0.782543 0.3 0.9 -0.1
H -2.083302 0.945156 -1.955223 -0.1 0.2 -0.9
H 1.817958 1.888383 -0.522711 0.3 0.5 0.3
H 2.432417 0.335129 -0.111561 0.7 -0.7 0.2
H 1.616908 1.313484 1.222422 0.5 -0.2 -1.4
H -0.645614 -2.325397 1.709013 -0.6 0.0 -0.3
H 2.069489 -2.317482 0.504638 -0.4 -0.2 0.0

***

# 7
21
Properties=species:S:1:pos:R:3:forces:R:3 method="wB97M-V/def2-TZVPD" homo_ev="-5.80 / -9.49" multiplicity=3 charge=0 homo_lumo_gap_ev="5.98 / 6.80"
C 1.145964 -0.762734 -2.048144 3.9 2.0 -1.6
C 2.010490 0.335317 -1.577463 -3.9 -2.4 -0.9
C 0.058195 -1.306026 -1.476642 -3.4 2.6 4.5
C 1.463906 1.375716 -0.996529 5.4 1.3 0.9
C 0.020836 -0.638062 0.924463 1.8 -0.6 4.8
C -0.835121 0.074824 1.957866 2.5 3.2 -0.4
C 1.296266 -1.353363 1.362642 1.1 1.6 0.9
N -0.400462 -0.725689 -0.257516 -0.4 -4.2 -7.1
N -1.903216 0.817535 1.273776 -0.8 -0.8 0.6
F 2.385553 -0.916690 0.684044 0.2 0.0 -0.7
F 1.635091 -0.994364 2.645729 -1.1 -0.5 -0.2
F 1.404628 -2.683243 1.291199 -0.9 -0.4 -0.1
Cl 2.651683 2.562509 -0.389298 -1.0 -0.2 -0.3
H 1.567174 -1.057477 -2.997896 -0.3 -1.2 -0.1
H 2.995298 0.261901 -1.867015 2.1 0.1 -0.3
H -0.657881 -1.943612 -1.964121 0.0 -0.2 -0.3
H 0.519537 1.651134 -0.901197 -4.0 0.9 0.6
H -1.229585 -0.377210 2.859072 -0.1 -1.0 -0.2
H -0.027548 0.807302 2.417479 -1.9 -0.8 -0.6
H -2.606498 0.111203 0.970341 0.8 1.1 0.0
H -1.602470 1.407183 0.494741 -0.1 -0.6 0.4

***

# 8
19
Properties=species:S:1:pos:R:3:forces:R:3 method="wB97M-V/def2-TZVPD" homo_ev=-12.29 charge=+1 smiles=Clc1c[nH+]nc(C[C@H]2CO2)c1 homo_lumo_gap_ev=6.75
Cl 3.210091 -2.342807 0.809203 0.2 -0.2 0.1
C 2.361968 -0.929825 0.450538 -0.4 0.0 -0.1
C 2.916030 0.316874 0.738899 0.4 -0.4 0.2
N 2.231667 1.399036 0.465541 -0.3 0.3 -0.2
N 1.033242 1.464819 -0.104227 0.5 0.0 0.3
C 0.490001 0.299220 -0.385806 -0.4 0.0 -0.6
C -0.868833 0.313255 -1.010037 -0.1 -0.4 1.1
C -1.906744 -0.223323 0.007764 -0.1 0.9 -2.7
C -3.402242 0.133881 -0.352860 0.7 -0.6 3.1
O -2.646804 -1.272518 -0.325575 -0.1 -0.5 1.3
C 1.111635 -0.930315 -0.108672 0.2 0.1 0.0
H 3.893856 0.414920 1.180984 0.1 0.2 0.1
H 2.633027 2.300183 0.700434 -0.1 0.2 -0.1
H -1.159756 1.321325 -1.266326 0.2 0.1 -0.3
H -0.909354 -0.374352 -1.848083 0.0 0.2 -0.3
H -1.645308 -0.168278 1.066637 0.0 0.4 0.0
H -4.392839 -0.318910 -0.380938 -0.3 0.7 -2.0
H -3.551058 0.444066 0.723546 -0.4 -0.7 0.0
H 0.601422 -1.847253 -0.361023 0.0 -0.2 0.0

***

# 9
22
Properties=species:S:1:pos:R:3:forces:R:3 method="wB97M-V/def2-TZVPD" homo_ev="-6.90 / -11.08" multiplicity=3 charge=0 homo_lumo_gap_ev="6.32 / 7.37"
C 0.714223 -1.469599 0.989861 5.2 3.2 3.5
C -0.051716 -2.321144 0.352859 -5.2 -0.8 -3.4
C 0.636662 -0.008096 0.864443 0.4 -0.1 -1.8
C -0.990140 -1.769871 -0.626666 0.6 -9.0 2.4
C -0.003591 0.480678 -0.516131 1.2 0.8 -1.1
C -1.034266 -0.531738 -1.097113 2.5 6.2 -0.2
C -0.703011 1.829207 -0.343130 -0.9 -0.7 2.4
N -1.868856 -0.213678 -2.200154 3.8 1.7 0.9
O -2.904843 -0.775791 -2.258046 -3.2 -1.6 -0.6
O -1.399213 0.593686 -3.020974 -0.5 -0.1 0.1
O 2.387135 2.093500 0.796254 0.0 2.0 -1.0
O 3.381981 0.025193 1.618682 0.5 -1.0 0.0
S 2.278733 0.897179 1.506393 -2.0 -1.7 -0.1
Cl 1.763703 1.348751 3.458703 -0.2 -0.1 -0.4
H 1.557531 -1.725345 1.686146 -1.1 -0.5 -0.6
H -0.102050 -3.337143 0.763929 -0.1 0.2 -1.0
H -0.022806 0.321244 1.614132 -1.0 0.8 1.2
H -1.608886 -2.468522 -1.235846 0.4 0.2 1.0
H 0.800573 0.625504 -1.364219 -1.1 -0.4 1.7
H -1.572497 1.765703 0.412720 1.5 0.0 -0.8
H -1.154994 1.932818 -1.253030 -1.3 1.0 -2.4
H -0.103673 2.707466 -0.148818 0.4 -0.2 0.2

***

# 10
19
Properties=species:S:1:pos:R:3:forces:R:3 method="wB97M-V/def2-TZVPD" homo_ev="-8.76 / -8.77" charge=0 homo_lumo_gap_ev="8.27 / 8.27"
C -2.596710 1.603708 1.441178 -0.9 -0.3 2.8
C 2.545882 -0.393491 -0.261409 2.2 0.1 -2.2
C 1.435778 0.035789 0.489718 -1.7 0.6 0.7
C 3.421356 -1.307956 0.137374 -0.8 0.4 -2.1
C -1.502173 0.893617 1.535789 2.7 -1.9 -1.5
C 0.296212 0.498184 -0.036779 -2.1 0.4 3.1
C -1.483382 -0.808359 -1.551048 -0.3 1.8 2.4
O -1.362088 1.794605 -1.615288 -1.1 1.8 0.2
F 4.312485 -1.719514 -0.808748 0.0 0.0 1.2
F -1.265134 -0.045829 2.486179 -0.2 0.7 -0.7
S -0.422717 0.701589 -1.625769 1.0 -2.1 -0.7
H -3.337225 1.489030 2.352316 1.4 0.3 -2.1
H -2.631953 2.410552 0.756882 -0.4 0.3 -0.7
H 2.781110 0.012917 -1.269474 -0.6 -0.2 0.7
H 1.602372 -0.114383 1.566860 -0.8 0.3 -0.3
H 3.270821 -1.909988 0.991741 0.6 -0.7 0.9
H -1.824261 -0.763824 -0.446443 0.2 -0.6 -2.0
H -0.963001 -1.655513 -1.875421 1.2 -1.4 0.2
H -2.277373 -0.721134 -2.267660 -0.6 0.7 -0.1